No. 1
A molecular structure, C9H14, computed with ωB97M-V/def2-TZVPD.

Output
Molar mass = 122.21 g mol⁻¹
Lowest unoccupied orbital energy = 1.039 eV
Maximum force = 0.1158 hartree/bohr
ΔE to the lowest compared entry with this formula, charge and spin = 598.6 kJ/mol
Gap between HOMO and LUMO = 9.7 eV
Highest occupied orbital energy = -8.656 eV

Each line ends with the Mulliken charge.
Cartesian coordinates (Å):
C1 -0.47224 0.52989 2.23638  -1.329
C2 0.61891 0.70805 1.16788  0.795
C3 0.07175 1.76226 -0.02908  -1.164
C4 -0.70000 0.79349 -1.03624  -0.014
C5 -0.83914 0.46146 -2.51799  -0.660
C6 0.21770 -0.20041 -1.60028  -0.176
C7 0.17239 -1.58954 -1.04850  -0.780
C8 0.81736 -1.84780 0.32359  -0.379
C9 1.03885 -0.74203 1.14376  -0.866
H1 -1.11497 -0.38625 1.93551  0.278
H2 0.04477 0.45395 3.48968  0.266
H3 -1.03710 1.47703 2.41098  0.413
H4 1.65024 0.94475 1.67220  0.297
H5 -0.53583 2.56631 0.23501  0.526
H6 0.98019 2.12827 -0.42364  0.381
H7 -1.46582 0.07920 -0.59970  0.238
H8 -0.54009 1.25122 -3.13537  0.367
H9 -1.83901 -0.23525 -2.59949  0.173
H10 1.29250 0.26773 -1.57785  0.314
H11 0.44816 -2.45775 -1.64671  0.435
H12 -0.94417 -1.81646 -1.16904  0.235
H13 0.98187 -2.87926 0.67827  0.361
H14 1.15367 -1.26884 2.09065  0.290


No. 2
2 unconnected molecules or ions with the total composition C9H14, computed with ωB97M-V/def2-TZVPD.

Output
Molar mass = 122.21 g mol⁻¹
Lowest unoccupied orbital energy = 1.040 eV
Maximum force = 0.0296 hartree/bohr
Structure (SMILES) = Cc1ccccc1.CC
ΔE to the lowest compared entry with this formula, charge and spin = 52.8 kJ/mol
Gap between HOMO and LUMO = 10.1 eV
Highest occupied orbital energy = -9.028 eV

Each line ends with the Mulliken charge.
Cartesian coordinates (Å):
C1 0.73514 2.44583 -0.12613  -1.448
C2 0.95175 0.95739 -0.26298  0.602
C3 1.48384 0.44080 -1.43454  -0.415
C4 1.85975 -0.90307 -1.50197  -0.640
C5 1.87349 -1.68554 -0.36345  -0.315
C6 1.42928 -1.15953 0.83754  -0.542
C7 0.92241 0.12952 0.85062  -0.054
H1 -0.15776 2.63159 0.48418  0.327
H2 0.73733 2.94996 -1.08788  0.352
H3 1.50288 2.81973 0.55968  0.375
H4 1.43148 0.96374 -2.37996  0.266
H5 2.06814 -1.40773 -2.43603  0.365
H6 2.23753 -2.69996 -0.39659  0.376
H7 1.40086 -1.77968 1.72723  0.372
H8 0.55605 0.47137 1.81679  0.369
C8 -2.39627 0.02351 -0.08252  -0.336
C9 -2.41125 -1.00445 1.04064  -0.862
H9 -3.11178 0.82905 0.00149  0.361
H10 -1.40736 0.47591 -0.20057  -0.182
H11 -2.50906 -0.49356 -1.03846  0.242
H12 -2.47947 -2.04227 0.69331  0.275
H13 -3.25061 -0.89944 1.72955  0.294
H14 -1.46637 -1.06315 1.57006  0.217


No. 3
2 unconnected molecules or ions with the total composition C9H14, computed with ωB97M-V/def2-TZVPD.

Output
Molar mass = 122.21 g mol⁻¹
Lowest unoccupied orbital energy = 0.939 eV
Maximum force = 0.0811 hartree/bohr
Structure (SMILES) = Cc1ccccc1.CC
ΔE to the lowest compared entry with this formula, charge and spin = 198.9 kJ/mol
Gap between HOMO and LUMO = 10.0 eV
Highest occupied orbital energy = -9.026 eV

Each line ends with the Mulliken charge.
Cartesian coordinates (Å):
C1 0.76825 -2.48754 -2.23330  -1.334
C2 0.88491 -1.25293 -1.36174  1.124
C3 0.61178 0.03951 -1.91257  -0.596
C4 0.92247 1.16668 -1.14427  -0.195
C5 1.60132 1.14508 0.07860  -0.778
C6 1.73455 -0.13429 0.59585  -0.006
C7 1.41536 -1.28952 -0.08262  -0.537
H1 -0.26789 -2.67631 -2.55658  0.308
H2 1.21635 -3.29323 -1.65243  0.324
H3 1.16827 -2.56298 -3.25272  0.325
H4 0.11209 0.08244 -2.93632  0.277
H5 0.64724 2.21376 -1.27984  0.284
H6 1.94966 2.00942 0.59750  0.429
H7 2.19564 -0.36528 1.64422  0.193
H8 1.70985 -2.24207 0.43966  0.184
C8 -3.63052 1.61737 2.05410  -0.749
C9 -2.62309 0.99901 2.94768  -0.729
H9 -3.52301 2.59018 1.62647  0.273
H10 -4.03446 1.05362 1.18777  0.272
H11 -4.44049 1.59056 2.86760  0.213
H12 -2.63280 -0.06546 3.29488  0.257
H13 -1.52493 1.08066 2.66497  0.201
H14 -2.68574 1.76440 3.70448  0.261


No. 4
2 unconnected molecules or ions with the total composition C9H14, computed with ωB97M-V/def2-TZVPD.

Output
Molar mass = 122.21 g mol⁻¹
Lowest unoccupied orbital energy = 0.986 eV
Maximum force = 0.0267 hartree/bohr
Structure (SMILES) = Cc1ccccc1.CC
ΔE to the lowest compared entry with this formula, charge and spin = 21.5 kJ/mol
Gap between HOMO and LUMO = 10.0 eV
Highest occupied orbital energy = -9.062 eV

Each line ends with the Mulliken charge.
Cartesian coordinates (Å):
C1 2.22308 0.34719 -2.19813  -1.419
C2 1.32886 -0.55428 -1.41703  0.810
C3 -0.04686 -0.52950 -1.64299  -0.410
C4 -0.89404 -1.31522 -0.89246  -0.405
C5 -0.39771 -2.18092 0.06409  -0.526
C6 0.97038 -2.26468 0.25000  -0.451
C7 1.81728 -1.45627 -0.48392  -0.443
H1 3.22676 0.46142 -1.77706  0.361
H2 1.84484 1.36546 -2.23961  0.340
H3 2.37039 0.01923 -3.22883  0.297
H4 -0.45890 0.16229 -2.37033  0.337
H5 -1.96851 -1.21968 -1.00152  0.409
H6 -1.07677 -2.77208 0.66199  0.394
H7 1.36524 -2.95251 0.98505  0.373
H8 2.89149 -1.50058 -0.33865  0.330
C8 -2.20886 1.31866 1.86078  -0.753
C9 -1.06704 2.28053 2.05983  -0.833
H9 -3.03807 1.44917 2.56094  0.331
H10 -2.70522 1.39644 0.89370  0.252
H11 -1.96410 0.25870 1.94466  0.189
H12 -1.12079 3.13103 1.38201  0.258
H13 -1.00980 2.70475 3.06349  0.303
H14 -0.08166 1.85085 1.86400  0.254


No. 5
2 unconnected molecules or ions with the total composition C9H14, computed with ωB97M-V/def2-TZVPD.

Output
Molar mass = 122.21 g mol⁻¹
Lowest unoccupied orbital energy = 0.980 eV
Maximum force = 0.1168 hartree/bohr
Structure (SMILES) = Cc1ccccc1.CC
ΔE to the lowest compared entry with this formula, charge and spin = 176.4 kJ/mol
Gap between HOMO and LUMO = 9.9 eV
Highest occupied orbital energy = -8.892 eV

Each line ends with the Mulliken charge.
Cartesian coordinates (Å):
C1 -0.08697 0.97035 3.24554  -1.148
C2 0.13662 1.32176 1.78566  0.968
C3 -0.38548 2.51294 1.25548  -0.442
C4 -0.25971 2.76966 -0.09028  -0.366
C5 0.37469 1.82306 -0.89161  -1.021
C6 0.66439 0.50216 -0.42225  -0.838
C7 0.57521 0.30648 0.95473  -0.249
H1 0.83536 0.90113 3.85432  0.305
H2 -0.29874 -0.21789 3.34469  0.259
H3 -0.96469 1.60670 3.78085  0.266
H4 -0.88301 3.31177 1.77680  0.317
H5 -0.60609 3.75096 -0.44625  0.332
H6 0.45853 1.91131 -1.84768  0.537
H7 0.95089 -0.25694 -1.13327  0.824
H8 0.78607 -0.67337 1.53933  0.169
C8 0.04721 -3.19470 -1.73876  -0.863
C9 -0.41038 -1.93013 -2.47261  -0.776
H9 -0.72968 -3.76504 -1.29907  0.323
H10 0.69011 -3.83364 -2.25571  0.352
H11 0.70504 -2.99795 -0.81645  0.208
H12 -0.70628 -1.09474 -1.80354  0.290
H13 0.36695 -1.49427 -3.12912  0.263
H14 -1.26005 -2.22961 -3.19081  0.291


No. 6
2 unconnected molecules or ions with the total composition C9H14, computed with ωB97M-V/def2-TZVPD.

Output
Molar mass = 122.21 g mol⁻¹
Lowest unoccupied orbital energy = 0.961 eV
Maximum force = 0.0796 hartree/bohr
Structure (SMILES) = Cc1ccccc1.CC
ΔE to the lowest compared entry with this formula, charge and spin = 260.8 kJ/mol
Gap between HOMO and LUMO = 10.1 eV
Highest occupied orbital energy = -9.159 eV

Each line ends with the Mulliken charge.
Cartesian coordinates (Å):
C1 -1.93706 -0.26797 -1.04081  -1.172
C2 -0.84875 -1.27988 -0.58269  0.742
C3 -0.20490 -2.13626 -1.51383  -0.330
C4 0.89470 -2.91058 -1.19080  -0.294
C5 1.21176 -2.97306 0.19878  -0.285
C6 0.43777 -2.31230 1.11458  -0.347
C7 -0.58533 -1.40023 0.76331  -0.306
H1 -2.88051 -0.83132 -1.00430  0.324
H2 -1.69239 0.22683 -1.96368  0.377
H3 -1.84333 0.69415 -0.29524  0.171
H4 -0.46241 -2.02610 -2.68140  0.167
H5 1.37382 -3.55318 -2.02385  0.273
H6 1.99735 -3.73132 0.60119  0.236
H7 0.65106 -2.55251 2.20487  0.263
H8 -1.04597 -0.56208 1.41679  0.181
C8 1.22579 2.99381 0.34780  -0.766
C9 0.01443 3.35724 1.27372  -0.545
H9 1.09473 1.97260 0.06173  0.227
H10 1.31123 3.77189 -0.63980  0.202
H11 2.15316 3.36066 0.69566  0.306
H12 0.41256 3.75924 2.32826  0.278
H13 -0.59267 3.99719 0.58922  0.211
H14 -0.68503 2.40318 1.34050  0.086


No. 7
2 unconnected molecules or ions with the total composition C9H14, computed with ωB97M-V/def2-TZVPD.

Output
Molar mass = 122.21 g mol⁻¹
Lowest unoccupied orbital energy = 1.039 eV
Maximum force = 0.0305 hartree/bohr
Structure (SMILES) = Cc1ccccc1.CC
ΔE to the lowest compared entry with this formula, charge and spin = 40.9 kJ/mol
Gap between HOMO and LUMO = 10.1 eV
Highest occupied orbital energy = -9.032 eV

Each line ends with the Mulliken charge.
Cartesian coordinates (Å):
C1 -3.38375 -1.08462 1.21432  -1.399
C2 -2.00569 -0.90171 0.59976  0.909
C3 -1.52263 -1.78286 -0.36366  -0.471
C4 -0.27073 -1.56817 -0.92396  -0.436
C5 0.50022 -0.47321 -0.56126  -0.505
C6 0.04412 0.37767 0.43980  -0.089
C7 -1.22794 0.19081 0.97439  -0.657
H1 -3.43071 -0.52519 2.13511  0.362
H2 -3.59637 -2.14095 1.25187  0.378
H3 -4.13763 -0.71381 0.51734  0.291
H4 -2.14240 -2.58505 -0.74427  0.337
H5 0.15582 -2.26705 -1.62230  0.370
H6 1.55081 -0.39353 -0.78463  0.289
H7 0.65653 1.15514 0.87369  0.315
H8 -1.63673 0.89117 1.69232  0.274
C8 3.79371 1.54547 -0.41067  -0.760
C9 2.89563 2.68839 -0.88844  -0.813
H9 3.35691 1.11467 0.48643  0.213
H10 3.88519 0.89932 -1.27793  0.223
H11 4.79933 1.83200 -0.09793  0.347
H12 2.00180 2.20915 -1.28362  0.201
H13 2.52442 3.40270 -0.14715  0.282
H14 3.32425 3.32013 -1.66433  0.337


No. 8
2 unconnected molecules or ions with the total composition C9H14, computed with ωB97M-V/def2-TZVPD.

Output
Molar mass = 122.21 g mol⁻¹
Lowest unoccupied orbital energy = 1.020 eV
Maximum force = 0.0290 hartree/bohr
Structure (SMILES) = Cc1ccccc1.CC
ΔE to the lowest compared entry with this formula, charge and spin = 45.1 kJ/mol
Gap between HOMO and LUMO = 10.0 eV
Highest occupied orbital energy = -9.007 eV

Each line ends with the Mulliken charge.
Cartesian coordinates (Å):
C1 -1.98233 -0.58074 2.08318  -1.395
C2 -1.00313 -0.79173 0.94437  0.860
C3 -1.40103 -0.57128 -0.37444  -0.484
C4 -0.43789 -0.68976 -1.37113  -0.386
C5 0.85497 -1.06836 -1.07941  -0.566
C6 1.21612 -1.37025 0.23478  -0.413
C7 0.24593 -1.31955 1.23111  -0.518
H1 -2.88898 -1.15552 1.93584  0.327
H2 -2.35495 0.45019 1.99199  0.315
H3 -1.50436 -0.69323 3.05103  0.361
H4 -2.42701 -0.30318 -0.59195  0.393
H5 -0.74419 -0.57657 -2.39983  0.349
H6 1.66023 -1.08424 -1.79308  0.479
H7 2.25356 -1.60750 0.43675  0.366
H8 0.48581 -1.55844 2.26349  0.292
C8 1.80336 2.32690 -1.13607  -0.711
C9 0.43493 2.67241 -0.56181  -0.546
H9 2.45078 2.11564 -0.29097  0.228
H10 1.71858 1.45046 -1.77091  0.138
H11 2.27042 3.08179 -1.77688  0.322
H12 0.36463 3.43084 0.22028  0.366
H13 0.07579 1.81395 0.02022  -0.048
H14 -0.28540 2.68733 -1.36484  0.274


No. 9
A single C9H14 molecule, computed with ωB97M-V/def2-TZVPD.

Output
Molar mass = 122.21 g mol⁻¹
Lowest unoccupied orbital energy = 1.151 eV
Maximum force = 0.0442 hartree/bohr
Structure (SMILES) = C[C@@]12CC[C@@H]3CC[C@@H]1[C@H]32
ΔE to the lowest compared entry with this formula, charge and spin = 380.1 kJ/mol
Gap between HOMO and LUMO = 10.3 eV
Highest occupied orbital energy = -9.168 eV

Each line ends with the Mulliken charge.
Cartesian coordinates (Å):
C1 2.27358 -1.10261 0.13762  -1.632
C2 1.02409 -0.30816 -0.10278  1.299
C3 1.25156 1.17534 -0.55952  -1.038
C4 0.18548 1.99643 0.16378  -0.661
C5 -0.84810 0.85257 0.17118  -0.006
C6 -2.29537 0.28396 0.19869  -0.743
C7 -1.83671 -1.09119 -0.49298  -0.941
C8 -0.30101 -1.32314 -0.12353  -0.711
C9 -0.08506 -0.27259 0.90105  -0.533
H1 2.70008 -1.45068 -0.85183  0.305
H2 2.11134 -2.02195 0.69488  0.357
H3 3.04781 -0.52268 0.67187  0.394
H4 1.19067 1.27868 -1.64985  0.325
H5 2.26619 1.44740 -0.23343  0.390
H6 -0.14246 2.83653 -0.45146  0.312
H7 0.48336 2.32956 1.17492  0.317
H8 -0.69827 0.63898 -0.87494  0.267
H9 -3.06178 0.75998 -0.40547  0.323
H10 -2.71527 0.10785 1.23579  0.292
H11 -2.35645 -1.91909 -0.03042  0.431
H12 -2.08452 -1.03822 -1.57516  0.359
H13 -0.06520 -2.36610 0.04233  0.394
H14 -0.04393 -0.29085 1.95925  0.501


No. 10
2 unconnected molecules or ions with the total composition C9H14, computed with ωB97M-V/def2-TZVPD.

Output
Molar mass = 122.21 g mol⁻¹
Lowest unoccupied orbital energy = 1.017 eV
Maximum force = 0.0756 hartree/bohr
Structure (SMILES) = Cc1ccccc1.CC
ΔE to the lowest compared entry with this formula, charge and spin = 152.9 kJ/mol
Gap between HOMO and LUMO = 10.0 eV
Highest occupied orbital energy = -8.986 eV

Each line ends with the Mulliken charge.
Cartesian coordinates (Å):
C1 1.48283 1.94837 0.36671  -1.330
C2 1.54195 0.61052 -0.25831  1.180
C3 0.68173 -0.36739 0.29269  -0.668
C4 0.76104 -1.58848 -0.36091  -0.057
C5 1.58509 -1.91549 -1.48865  -0.685
C6 2.17423 -0.81354 -2.09274  -0.460
C7 2.29002 0.40803 -1.39187  -0.597
H1 0.50640 2.44999 0.19945  0.237
H2 2.27739 2.61145 -0.06745  0.308
H3 1.56285 2.15069 1.46451  0.316
H4 0.17624 -0.44440 1.21954  0.445
H5 0.24006 -2.45286 0.05202  0.308
H6 1.43184 -2.94558 -1.79553  0.351
H7 2.52446 -1.11699 -3.07320  0.340
H8 2.89370 1.26823 -1.68587  0.291
C8 -2.71542 0.66883 1.40074  -0.837
C9 -2.81524 -0.65514 0.65995  -0.783
H9 -2.03409 0.79119 2.25869  0.270
H10 -2.47907 1.51376 0.73000  0.242
H11 -3.66506 1.01835 1.93406  0.310
H12 -3.82090 -1.02336 0.63179  0.337
H13 -2.37803 -1.51355 1.25297  0.213
H14 -2.22200 -0.60266 -0.24860  0.269


No. 11
2 unconnected molecules or ions with the total composition C9H14, computed with ωB97M-V/def2-TZVPD.

Output
Molar mass = 122.21 g mol⁻¹
Lowest unoccupied orbital energy = 1.031 eV
Maximum force = 0.0351 hartree/bohr
Structure (SMILES) = Cc1ccccc1.CC
ΔE to the lowest compared entry with this formula, charge and spin = 59.9 kJ/mol
Gap between HOMO and LUMO = 10.1 eV
Highest occupied orbital energy = -9.041 eV

Each line ends with the Mulliken charge.
Cartesian coordinates (Å):
C1 0.90945 2.78874 -2.63569  -1.307
C2 0.43059 1.52105 -1.95852  0.763
C3 1.22181 0.93738 -0.98447  -0.359
C4 0.80553 -0.17219 -0.26404  -0.579
C5 -0.42084 -0.72230 -0.54071  -0.079
C6 -1.27586 -0.09733 -1.46459  -0.611
C7 -0.87044 1.02361 -2.15610  -0.423
H1 1.15784 3.47832 -1.83091  0.309
H2 0.08690 3.17253 -3.24773  0.360
H3 1.69119 2.70175 -3.38670  0.303
H4 2.16618 1.42073 -0.75137  0.340
H5 1.52464 -0.81053 0.23916  0.268
H6 -0.83845 -1.61660 -0.09655  0.377
H7 -2.28552 -0.45918 -1.61615  0.332
H8 -1.54244 1.62427 -2.75177  0.290
C8 -0.80094 -1.27502 3.13930  -0.859
C9 0.14644 -2.39808 2.68819  -0.629
H9 -0.73588 -0.30720 2.65203  0.292
H10 -1.83876 -1.60340 3.03859  0.283
H11 -0.69249 -1.11130 4.20837  0.310
H12 0.94678 -2.66226 3.38093  0.345
H13 0.67763 -2.14029 1.77467  0.028
H14 -0.46335 -3.29268 2.56403  0.244


These records have energy values of -9553.977 -9559.634 -9558.120 -9559.959 -9558.354 -9557.479 -9559.758 -9559.714 -9556.242 -9558.596 -9559.561 eV, in the order they appear.